Formula: C25H41AuBrN2O2Si4
Source: OMol25
Level of theory: wB97M-V/def2-TZVPD

XYZ file:
```
76
Properties=species:S:1:pos:R:3:lowdin_charge:R:1
Au -0.14 0.14 -0.23 0.73
O -1.28 3.30 1.82 0.03
C -2.49 2.66 1.86 -0.25
C -3.20 2.61 3.06 -0.02
C -4.42 1.97 3.14 -0.07
C -4.96 1.37 2.01 -0.08
C -4.25 1.41 0.83 -0.06
C -3.00 2.04 0.72 -0.11
C -2.35 1.98 -0.66 -0.42
O -2.05 0.68 -1.03 -0.30
N -1.19 2.84 -0.81 0.01
N 0.00 2.38 -0.46 -0.10
C 1.03 3.13 -0.47 -0.16
C 2.36 2.66 -0.11 -0.59
Br 2.46 0.96 0.77 0.82
C 3.52 3.28 -0.35 -0.10
C 3.74 4.62 -0.92 -0.22
C 4.83 4.79 -1.77 -0.03
C 5.09 6.02 -2.35 -0.07
C 4.27 7.10 -2.08 -0.07
C 3.20 6.95 -1.21 -0.07
C 2.93 5.72 -0.63 -0.05
H -1.10 3.66 2.69 0.11
H -2.78 3.09 3.94 0.12
H -4.96 1.95 4.08 0.11
H -5.92 0.88 2.05 0.11
H -4.66 0.95 -0.07 0.12
H -3.08 2.36 -1.39 0.16
H -1.29 3.83 -1.00 0.16
H 0.94 4.16 -0.80 0.12
H 4.43 2.73 -0.11 0.11
H 5.49 3.95 -1.97 0.12
H 5.94 6.13 -3.02 0.11
H 4.47 8.06 -2.53 0.11
H 2.57 7.80 -0.97 0.11
H 2.13 5.64 0.09 0.11
C 1.49 -4.95 -1.67 -0.20
Si 1.39 -3.08 -1.76 0.35
C 0.81 -2.50 -3.45 -0.21
C 3.07 -2.32 -1.38 -0.22
Si 0.03 -2.17 -0.04 0.40
Si -2.40 -2.87 -0.69 0.52
C -2.31 -4.73 -0.62 -0.18
C -3.37 -2.08 0.68 -0.18
C -2.69 -2.19 -2.39 -0.18
Si 0.37 -2.90 2.20 0.35
C 0.14 -4.75 2.39 -0.21
C 2.16 -2.46 2.56 -0.21
C -0.76 -1.96 3.37 -0.21
H 2.23 -5.30 -2.40 0.04
H 0.54 -5.43 -1.91 0.02
H 1.81 -5.29 -0.69 0.02
H 1.64 -2.55 -4.15 0.04
H 0.43 -1.48 -3.44 0.03
H 0.02 -3.15 -3.84 0.02
H 3.78 -2.64 -2.14 0.04
H 3.46 -2.64 -0.41 0.02
H 3.04 -1.23 -1.38 0.00
H -2.01 -5.10 0.36 0.02
H -1.63 -5.14 -1.37 0.02
H -3.31 -5.11 -0.83 0.05
H -3.12 -2.49 1.65 0.03
H -4.44 -2.27 0.49 0.06
H -3.22 -1.00 0.69 0.01
H -2.04 -2.66 -3.13 0.02
H -2.56 -1.11 -2.40 0.02
H -3.72 -2.42 -2.66 0.05
H 0.75 -5.32 1.69 0.02
H -0.90 -5.06 2.26 0.02
H 0.44 -5.04 3.40 0.04
H 2.86 -2.94 1.87 0.02
H 2.41 -2.79 3.57 0.04
H 2.33 -1.38 2.53 -0.01
H -1.73 -2.44 3.48 0.02
H -0.92 -0.93 3.05 0.02
H -0.30 -1.93 4.37 0.04
```

For the HOMO-LUMO gap (alpha / beta), the calculation gives 7.8134 / 4.9929 eV. The calculation puts the LUMO energy (alpha / beta) at -2.5 / -5.6 eV. As for the spin multiplicity: 3. As for the expectation value of S²: 2.010. Its charge is +1.

---

Formula: C25H41CeN2P
Source: OMol25
Level of theory: wB97M-V/def2-TZVPD

XYZ file:
```
70
Properties=species:S:1:pos:R:3:lowdin_charge:R:1
C -2.60 0.30 -3.88 -0.02
C -2.24 -0.98 -3.43 -0.01
C -1.54 -1.16 -2.22 -0.22
C -1.16 -0.03 -1.45 -0.16
C -1.41 1.25 -2.01 -0.36
C -2.19 1.41 -3.16 -0.02
C -1.44 -2.59 -1.73 -0.11
C -0.13 -3.44 -1.88 -0.17
N 1.13 -2.76 -1.97 -0.29
Ce -1.08 0.68 0.91 1.36
C -0.90 2.51 -1.34 -0.35
P 0.79 2.28 -0.55 0.84
H -2.56 -1.85 -4.01 0.13
H -2.46 2.42 -3.49 0.13
H -3.22 0.40 -4.77 0.13
H -1.63 2.90 -0.59 0.09
H -0.74 3.33 -2.05 0.12
H -1.72 -2.59 -0.66 0.06
H -2.23 -3.17 -2.25 0.13
H -0.05 -4.09 -1.00 0.12
C 1.21 4.02 -0.18 -0.24
C 1.75 2.09 -2.10 -0.21
H -0.24 -4.10 -2.77 0.13
C 1.44 -1.90 -3.08 -0.08
C 2.18 -3.02 -1.01 -0.09
H 1.44 0.32 1.35 0.05
H 1.98 -2.45 -3.88 0.10
H 0.53 -1.49 -3.53 0.07
H 2.08 -1.07 -2.74 0.07
H 2.87 -3.84 -1.33 0.10
H 2.79 -2.12 -0.84 0.08
H 1.75 -3.33 -0.04 0.07
H 1.90 3.07 -2.58 0.07
H 2.73 1.66 -1.85 0.06
H 1.25 1.43 -2.81 0.06
H 1.21 4.62 -1.11 0.07
H 0.50 4.45 0.54 0.05
H 2.22 4.04 0.25 0.07
H 1.19 -0.34 1.56 0.09
C 0.92 0.56 6.80 -0.02
C 0.12 0.81 5.55 -0.22
C -0.19 2.12 5.15 0.03
C -1.08 2.36 4.11 -0.26
C -1.35 3.78 3.68 -0.03
C -1.71 1.27 3.47 -0.11
C -1.14 -0.03 3.65 -0.34
C -0.30 -0.26 4.77 0.03
N -1.39 -0.95 2.62 -0.09
C -1.68 -2.38 2.94 -0.61
C -0.38 -3.16 3.09 -0.02
C -2.50 -2.47 4.22 -0.02
C -2.50 -2.95 1.79 -0.03
H 1.79 1.23 6.86 0.10
H 0.32 0.72 7.71 0.11
H 1.27 -0.47 6.82 0.09
H 0.27 2.98 5.65 0.15
H -2.09 4.28 4.32 0.11
H -0.42 4.36 3.77 0.10
H -1.71 3.84 2.64 0.07
H -2.64 1.37 2.87 0.12
H 0.11 -1.25 4.94 0.11
H 0.25 -2.79 3.90 0.07
H -0.60 -4.22 3.29 0.11
H 0.21 -3.11 2.16 0.08
H -3.41 -1.87 4.13 0.10
H -2.80 -3.50 4.40 0.11
H -1.95 -2.12 5.09 0.08
H -3.34 -2.29 1.53 0.10
H -1.86 -3.08 0.90 0.05
H -2.89 -3.94 2.06 0.11
```

The value obtained for the relative energy (zero: lowest compared OMol25 entry of this formula, charge and spin) is 0.0000 eV. For the HOMO-LUMO gap (alpha / beta), the calculation gives 3.9775 / 4.0600 eV. The calculation puts the LUMO energy (alpha / beta) at -8.4 / -8.4 eV. Its charge is +2.

---

Formula: C25H41Cl3InO2P2
Source: OMol25
Level of theory: wB97M-V/def2-TZVPD

XYZ file:
```
74
Properties=species:S:1:pos:R:3:lowdin_charge:R:1
In -0.10 0.40 1.46 0.76
C -0.96 4.16 -0.70 -0.22
C -1.98 3.41 -1.33 -0.19
C -2.61 3.78 0.85 -0.19
C -1.35 4.39 0.65 -0.20
C -3.01 3.17 -0.38 -0.22
C 0.28 4.66 -1.33 -0.06
H 0.60 4.00 -2.14 0.06
H 1.09 4.73 -0.60 0.07
H 0.15 5.66 -1.76 0.09
C -0.59 5.10 1.69 -0.03
H 0.34 5.50 1.29 0.08
H -0.36 4.43 2.53 0.05
H -1.18 5.94 2.09 0.10
C -3.35 3.77 2.12 -0.02
H -3.58 4.80 2.45 0.10
H -2.75 3.30 2.92 0.05
H -4.30 3.22 2.03 0.08
C -4.28 2.45 -0.61 -0.06
H -5.07 3.14 -0.94 0.09
H -4.62 1.96 0.30 0.07
H -4.16 1.69 -1.40 0.06
C -1.99 2.97 -2.74 -0.03
H -2.48 3.70 -3.39 0.11
H -2.54 2.02 -2.85 0.07
H -0.97 2.82 -3.12 0.07
C 3.11 -3.28 -0.35 -0.14
C 3.20 -2.53 -1.48 -0.17
C 2.89 -3.01 -2.86 -0.17
C 1.80 -4.10 -2.96 -0.17
C 0.58 -3.85 -2.12 -0.12
C 0.35 -4.37 -0.89 -0.17
C 1.34 -5.10 -0.05 -0.17
C 2.82 -4.75 -0.32 -0.16
H 3.80 -3.42 -3.33 0.13
H 2.23 -5.10 -2.81 0.11
H 2.59 -2.16 -3.49 0.10
H 3.20 -5.29 -1.20 0.11
H 3.45 -2.88 0.61 0.10
H 3.75 -1.58 -1.46 0.10
H 3.40 -5.17 0.53 0.13
H 1.12 -4.92 1.01 0.11
H -0.69 -4.47 -0.54 0.10
H 1.22 -6.19 -0.20 0.14
H 1.46 -4.10 -4.01 0.12
H -0.23 -3.37 -2.69 0.10
P 1.82 -0.25 0.03 0.76
C 3.40 -0.14 0.87 -0.24
C 1.78 0.32 -1.68 -0.21
P -0.96 -1.74 0.37 0.77
C 0.90 -1.87 0.16 -0.52
C -1.83 -1.82 -1.20 -0.23
C -1.51 -2.94 1.60 -0.24
H 3.24 -0.03 1.96 0.06
H 3.92 0.77 0.51 0.08
H 4.02 -1.03 0.68 0.03
H 1.95 -0.53 -2.37 0.03
H 2.58 1.07 -1.81 0.07
H 0.81 0.80 -1.91 0.05
H -1.03 -3.91 1.44 0.03
H -2.61 -3.03 1.52 0.07
H -1.28 -2.57 2.62 0.06
H 1.31 -2.54 0.92 0.07
H 1.04 -2.24 -0.86 0.00
H -2.90 -1.63 -1.00 0.07
H -1.72 -2.81 -1.65 0.03
H -1.47 -1.04 -1.90 0.07
Cl -1.61 0.83 6.21 0.63
C -0.47 1.88 5.33 -1.48
Cl -1.04 3.57 5.39 0.63
Cl 1.17 1.77 6.01 0.62
C -0.40 1.36 3.81 -0.73
O -0.08 0.13 3.64 -0.13
O -0.62 2.11 2.80 -0.14
```

For the HOMO-LUMO gap (alpha / beta), the calculation gives 5.9930 / 5.4222 eV. The calculation puts the LUMO energy (alpha / beta) at -3.0 / -2.8 eV. Its charge is +1.

---

| no. | electronic energy (eV) | M (u) |
| --- | --- | --- |
| 1 | -138904.3663 | 790.83 |
| 2 | -51768.8507 | 540.71 |
| 3 | -91993.0503 | 656.73 |